DFT (ωB97M-V/def2-TZVPD) results for one molecule with the formula C6H9N.

Each line ends with the natural charge from an NBO analysis.
CARTESIAN COORDINATES (ANGSTROEM)
1 N 2.787 -0.840 -0.053  -0.571
2 C 0.245 -0.179 -0.016  -0.113
3 C 1.073 1.110 0.130  -0.512
4 C -0.782 -0.308 -1.134  -0.377
5 C 1.685 -0.227 0.000  0.312
6 C -1.855 -0.115 -0.035  -0.390
7 C -0.808 -0.533 1.025  -0.377
8 H -0.768 0.024 1.967  0.207
9 H 3.440 -0.059 0.038  0.333
10 H 1.087 1.598 1.105  0.223
11 H -0.799 -1.314 -1.563  0.212
12 H -2.763 -0.714 -0.107  0.207
13 H -0.833 -1.607 1.233  0.211
14 H -0.718 0.433 -1.938  0.207
15 H -2.111 0.945 0.073  0.205
16 H 1.119 1.786 -0.725  0.223

Results
**LUMO energy**: 1.034 eV
**Maximum force**: 0.8 eV Å⁻¹
**SMILES**: [H]/N=C1\CC12CCC2
**ΔE to the lowest compared entry with this formula, charge and spin**: 2.787 eV

DFT (ωB97M-V/def2-TZVPD) results for a 2-piece molecular cluster, C3H8N2O overall.

Each line ends with the natural charge from an NBO analysis.
CARTESIAN COORDINATES (ANGSTROEM)
1 O -1.734 0.560 2.059  -0.632
2 N -1.738 1.019 -0.149  -0.841
3 N 0.971 0.543 0.310  -0.661
4 C -2.318 0.854 1.045  0.527
5 C 1.622 -0.520 0.160  0.179
6 C 1.583 -1.265 -1.125  -0.675
7 H -0.720 0.895 -0.205  0.425
8 H -2.264 1.281 -0.963  0.386
9 H 1.026 0.977 1.228  0.368
10 H 2.252 -0.972 0.937  0.154
11 H -3.415 1.013 1.021  0.092
12 H 0.980 -0.734 -1.857  0.225
13 H 2.594 -1.397 -1.507  0.226
14 H 1.162 -2.255 -0.955  0.229

Results
**LUMO energy**: 1.049 eV
**Maximum force**: 0.8 eV Å⁻¹
**SMILES**: [H]/N=C/C.NC=O
**ΔE to the lowest compared entry with this formula, charge and spin**: 1.016 eV

DFT (ωB97M-V/def2-TZVPD) results for C4H32O12 as an isolated structure in a non-equilibrium geometry.

Each line ends with the natural charge from an NBO analysis.
CARTESIAN COORDINATES (ANGSTROEM)
1 O 1.319 -2.938 2.304  -0.732
2 O 1.261 -1.042 -1.544  -0.952
3 O -0.694 1.461 -1.455  -0.899
4 O 0.023 1.055 1.890  -1.001
5 O -0.773 -3.296 -0.193  -0.954
6 O -2.016 -0.979 1.506  -0.960
7 O -2.397 0.277 -1.673  -0.959
8 O -0.770 0.159 0.067  -1.018
9 O -2.963 1.336 0.187  -0.953
10 O 2.899 1.348 1.223  -0.706
11 O -0.951 2.906 0.206  -0.958
12 O -0.862 -1.512 -1.461  -0.892
13 C 2.850 1.940 -0.051  -0.065
14 C 1.225 -0.746 1.371  -0.650
15 C 1.099 -2.158 1.131  -0.119
16 C 1.514 1.640 -0.535  -0.670
17 H -2.351 1.164 -0.529  0.447
18 H -1.342 -0.552 0.977  0.460
19 H 1.472 1.938 -1.582  0.166
20 H -0.572 0.747 -0.661  0.447
21 H 0.371 0.960 1.003  0.533
22 H -2.596 -1.393 0.867  0.424
23 H 3.027 3.002 0.119  0.163
24 H -1.817 -1.506 -1.391  0.530
25 H -1.006 -0.669 -0.351  0.476
26 H -2.445 1.205 0.981  0.514
27 H -0.888 2.887 -0.749  0.464
28 H 0.653 -2.611 2.913  0.462
29 H -0.668 -2.250 -2.039  0.538
30 H 1.418 -1.986 -1.517  0.457
31 H 0.457 -0.605 2.131  0.227
32 H -3.205 0.421 -1.180  0.548
33 H 1.015 -0.061 0.549  0.209
34 H 1.306 0.572 -0.590  0.258
35 H -1.430 1.077 -1.932  0.495
36 H 2.267 1.805 1.782  0.444
37 H 3.622 1.528 -0.701  0.184
38 H 0.720 2.088 0.063  0.212
39 H 0.308 -0.956 -1.516  0.454
40 H -0.661 2.037 0.482  0.470
41 H -0.661 -2.464 -0.652  0.430
42 H 2.212 -0.534 1.783  0.224
43 H 0.637 1.645 2.327  0.446
44 H -0.081 1.732 -2.137  0.511
45 H 0.114 -3.650 -0.118  0.479
46 H 1.906 -2.375 0.432  0.123
47 H -2.682 -0.141 -2.485  0.499
48 H 0.138 -2.506 0.750  0.191

Results
**LUMO energy**: -1.078 eV
**Maximum force**: 11.6 eV Å⁻¹
**ΔE to the lowest compared entry with this formula, charge and spin**: 19.004 eV

Short version: molecular weight = 95.14 88.11 272.29 g/mol, in the order given.
Short version: electronic energy = -288.67962 -303.85481 -1073.77879 Eh, in the order given.
Short version: gap between HOMO and LUMO = 0.3796 0.3886 0.2823 hartree, in the order given.